No. 1
{
  "formula": "C2Cl2N2O2",
  "method": "the ωB97M-V functional and the def2-TZVPD basis",
  "symbols": ["C", "C", "N", "N", "O", "O", "Cl", "Cl"],
  "positions_angstrom": [[0.843, 1.084, -0.178], [-0.454, 0.319, 0.159], [1.805, 1.453, -0.635], [0.091, -1.117, 0.033], [0.807, -1.490, 0.891], [-0.298, -1.673, -0.970], [-1.090, 0.791, 1.780], [-1.705, 0.632, -1.080]],
  "relative_energy_kcal_mol": 28.3,
  "energy_ha": -1256.4360,
  "smiles": "N#CC(Cl)(Cl)[N+](=O)[O-]"
}

No. 2
{
  "formula": "H4O2",
  "method": "the ωB97M-V functional and the def2-TZVPD basis",
  "symbols": ["H", "H", "H", "H", "O", "O"],
  "positions_angstrom": [[-2.039, -0.506, -0.125], [-1.544, 0.950, -0.062], [1.265, -0.446, -0.573], [1.800, -0.231, 0.842], [-1.265, 0.066, 0.003], [1.783, 0.167, -0.085]],
  "relative_energy_kcal_mol": 5.9,
  "energy_ha": -152.8655,
  "smiles": "O.O"
}

> Number 2 is which compound?

H4O2

Copy entry 1 word for word.
{
  "formula": "C2Cl2N2O2",
  "method": "the ωB97M-V functional and the def2-TZVPD basis",
  "symbols": ["C", "C", "N", "N", "O", "O", "Cl", "Cl"],
  "positions_angstrom": [[0.843, 1.084, -0.178], [-0.454, 0.319, 0.159], [1.805, 1.453, -0.635], [0.091, -1.117, 0.033], [0.807, -1.490, 0.891], [-0.298, -1.673, -0.970], [-1.090, 0.791, 1.780], [-1.705, 0.632, -1.080]],
  "relative_energy_kcal_mol": 28.3,
  "energy_ha": -1256.4360,
  "smiles": "N#CC(Cl)(Cl)[N+](=O)[O-]"
}